The following is a DFT calculation (ωB97M-V with the def2-TZVPD basis set) of one molecule with the formula C5H6O3 in a non-equilibrium geometry.

The calculation puts the orbital gap at 8.564 eV. The SMILES is CC(=O)C(=O)[C@@H]1CO1. The relative energy (zero: lowest compared OMol25 entry of this formula, charge and spin) is 122.2 kcal per mole. Its largest force on an atom is 8.32 eV/A.

Geometry as ORCA input:
```
! wB97M-V def2-TZVPD RIJCOSX def2/J DEFGRID3
* xyz 0 1
O -2.1833 0.0507 -0.0290
O 1.3128 0.3568 2.0502
O 1.1033 -0.7191 -0.9712
C -1.2620 -0.3309 -0.5739
C 0.5660 0.7874 0.8358
C 1.7887 1.3093 0.8695
C 0.3299 0.0587 -0.3643
C -1.5640 -1.3735 -1.6045
H -1.3222 -2.4160 -1.2780
H -2.6038 -1.7243 -1.8842
H 2.6494 1.1435 0.2535
H -0.9561 -1.2317 -2.6734
H 1.5559 2.4784 1.1777
H -0.3374 1.5356 1.0295
*
```

natural (NBO) population analysis, charges in e, atoms 1 to 4: O -0.48; O -0.44; O -0.47; C 0.52

***

The following is a DFT calculation (ωB97M-V with the def2-TZVPD basis set) of CH2Cl4O2SSi as an isolated structure in a non-equilibrium geometry.

The calculation puts the orbital gap at 9.145 eV. The relative energy (zero: lowest compared OMol25 entry of this formula, charge and spin) is 0.0 kcal per mole. Its largest force on an atom is 4.30 eV/A.

Geometry as ORCA input:
```
! wB97M-V def2-TZVPD RIJCOSX def2/J DEFGRID3
* xyz 0 1
Cl -0.2500 -2.5831 1.5483
Cl 1.8160 2.1993 1.8390
Cl -1.0823 2.5253 0.5886
Cl 1.3754 1.5109 -1.4235
S 0.0339 -1.1613 0.0249
Si 0.5962 1.5829 0.4274
O 0.3649 0.0541 1.0237
O 1.2568 -1.4510 -0.6772
C -1.1301 -0.7226 -1.0041
H -2.1015 -0.7301 -0.5041
H -0.8794 -1.2244 -1.8430
*
```

natural (NBO) population analysis, charges in e, atoms 1 to 4: Cl -0.22; Cl -0.32; Cl -0.31; Cl -0.30

***

The following is a DFT calculation (ωB97M-V with the def2-TZVPD basis set) of a 2-piece molecular cluster, C3H12NO overall in a non-equilibrium geometry.

The calculation puts the orbital gap at 10.947 eV. The relative energy (zero: lowest compared OMol25 entry of this formula, charge and spin) is 20.0 kcal per mole. Its largest force on an atom is 1.08 eV/A.

Geometry as ORCA input:
```
! wB97M-V def2-TZVPD RIJCOSX def2/J DEFGRID3
* xyz 1 1
O 0.0348 3.5236 -1.0077
N -1.8830 -0.3034 2.0783
C -3.2214 0.1405 2.5549
C -0.9333 -0.4737 3.2117
C -1.9824 -1.5450 1.2635
H -1.3012 -1.2629 3.8889
H -3.1394 1.0823 3.1231
H 0.0648 -0.7638 2.8428
H -0.8380 0.4645 3.7838
H -2.6576 -1.3938 0.4045
H -3.6558 -0.6307 3.2129
H -0.4656 4.1137 -1.6156
H -3.9039 0.3016 1.7035
H -2.3808 -2.3654 1.8840
H -0.9904 -1.8414 0.8832
H -1.5039 0.4483 1.4608
H 0.9732 3.8022 -1.1080
*
```

natural (NBO) population analysis, charges in e, atoms 1 to 4: O -0.96; N -0.34; C -0.43; C -0.43

***

Looking at E for the records above, in order, we have -419.6446 -2718.3343 -251.2385 a.u..